Here is 9 unconnected molecules or ions with the total composition H18O9 in a non-equilibrium geometry from the Open Molecules 2025 dataset. Energies are from ωB97M-V/def2-TZVPD.

SMILES   O.O.O.O.O.O.O.O.O
Energy relative to the best compared isomer or geometry (same formula, charge and spin)   6.881 eV
Total charge   0
E_LUMO   -0.542 eV
Energy   -687.7729 Ha
M   162.14 g mol⁻¹
Frontier orbital gap   8.844 eV

Cartesian coordinates (Å):
O  1.48  2.06  -0.34
H  1.78  1.68  -1.23
H  1.95  2.88  0.01
O  0.42  -1.15  2.26
H  -0.14  -1.83  2.65
H  -0.10  -0.78  1.48
O  1.05  1.94  2.47
H  2.00  2.08  2.59
H  1.08  0.95  2.07
O  -2.79  -2.11  -0.13
H  -1.94  -1.69  -0.15
H  -3.47  -1.38  -0.55
O  -1.13  2.01  -1.19
H  -0.35  2.17  -0.69
H  -1.21  2.56  -1.92
O  -0.44  -0.76  -0.25
H  -0.08  -1.66  -0.27
H  0.28  -0.08  -0.39
O  -3.02  -1.24  1.77
H  -2.56  -2.00  2.05
H  -3.01  -1.16  0.78
O  2.83  -1.66  -0.25
H  3.59  -1.26  -0.36
H  2.53  -1.35  -1.21
O  0.23  0.26  -2.98
H  0.58  0.58  -3.77
H  0.44  0.92  -2.45

Here is 9 unconnected molecules or ions with the total composition H18O9 in a non-equilibrium geometry from the Open Molecules 2025 dataset. Energies are from ωB97M-V/def2-TZVPD.

Energy relative to the best compared isomer or geometry (same formula, charge and spin)   1.139 eV
Total charge   +1
E_LUMO (alpha / beta)   -3.061 / -11.377 eV
Energy   -687.5382 Ha
M   162.14 g mol⁻¹
Multiplicity   2
Frontier orbital gap (alpha / beta)   11.879 / 2.375 eV

Cartesian coordinates (Å):
O  1.26  2.82  -0.36
H  0.99  2.04  -0.85
H  1.94  2.50  0.22
O  2.02  -2.84  -0.93
H  1.98  -3.75  -1.22
H  2.88  -2.54  -1.21
O  -0.68  2.78  2.31
H  -1.56  3.06  2.55
H  -0.78  2.42  1.43
O  1.40  -1.99  -3.63
H  1.37  -2.07  -2.68
H  0.75  -2.62  -3.94
O  -1.46  -2.21  2.80
H  -1.08  -2.60  3.59
H  -0.94  -1.43  2.64
O  -1.40  0.21  -2.77
H  -2.16  0.71  -2.47
H  -0.78  0.26  -2.04
O  -1.79  1.64  0.31
H  -2.04  2.44  -0.15
H  -2.04  0.93  -0.28
O  0.02  0.10  2.43
H  -0.44  0.94  2.45
H  0.81  0.24  2.94
O  0.45  -0.09  -0.64
H  0.18  -0.17  0.28
H  1.09  -0.80  -0.76

Here is 9 unconnected molecules or ions with the total composition H19O9 in a non-equilibrium geometry from the Open Molecules 2025 dataset. Energies are from ωB97M-V/def2-TZVPD.

Energy relative to the best compared isomer or geometry (same formula, charge and spin)   1.968 eV
Total charge   +1
E_LUMO   -3.425 eV
Energy   -688.3044 Ha
M   163.14 g mol⁻¹
Frontier orbital gap   10.057 eV

Cartesian coordinates (Å):
O  -0.04  0.86  -0.60
H  0.64  1.06  0.07
H  -0.85  0.50  -0.09
H  0.28  0.05  -1.08
O  -1.72  -1.44  -0.64
H  -1.91  -2.13  0.01
H  -2.53  -0.95  -0.57
O  -3.58  0.41  -0.32
H  -4.25  -0.15  0.03
H  -3.95  1.26  -0.54
O  0.96  1.53  2.93
H  1.05  2.30  3.45
H  0.01  1.58  2.75
O  0.58  -0.88  -2.50
H  0.21  -1.55  -1.90
H  0.36  -1.18  -3.36
O  -1.49  0.80  1.66
H  -1.60  -0.12  2.07
H  -2.35  1.24  1.81
O  2.22  1.79  0.35
H  3.15  1.75  0.19
H  2.14  1.83  1.34
O  3.49  -1.04  -2.25
H  2.61  -0.88  -2.64
H  3.89  -1.32  -3.08
O  0.95  -1.67  0.57
H  1.48  -1.45  1.30
H  0.25  -2.17  1.02

Here is 9 unconnected molecules or ions with the total composition H19O9 in a non-equilibrium geometry from the Open Molecules 2025 dataset. Energies are from ωB97M-V/def2-TZVPD.

Energy relative to the best compared isomer or geometry (same formula, charge and spin)   2.956 eV
Total charge   +1
E_LUMO   -3.510 eV
Energy   -688.2681 Ha
M   163.14 g mol⁻¹
Frontier orbital gap   10.625 eV

Cartesian coordinates (Å):
O  -0.29  -1.39  -2.69
H  1.64  -4.41  -0.14
H  -1.72  -0.17  -2.49
O  0.55  3.64  -1.56
H  -0.03  4.27  -1.12
O  1.08  -2.87  2.67
H  0.22  1.40  0.42
H  1.52  -2.03  2.47
O  -1.01  0.02  0.80
H  1.63  -3.56  2.28
H  1.10  4.09  -2.20
O  -1.84  2.86  -0.57
H  2.64  -3.58  -1.00
H  -1.62  2.13  -1.17
O  2.16  -3.60  -0.17
H  -1.57  -0.13  1.55
H  -2.77  2.91  -0.37
O  0.39  -0.33  3.51
H  -0.33  -2.28  -3.03
H  -0.37  -0.59  2.99
O  0.88  2.17  0.43
H  -0.87  -0.68  0.16
H  0.44  -1.09  4.10
O  -1.98  0.47  -1.81
H  1.60  1.58  0.63
H  0.99  2.41  -0.56
H  0.22  -1.51  -1.88
H  -2.70  0.26  -1.22